Density functional theory data (ωB97M-V/def2-TZVPD) for 14 unconnected molecules or ions with the total composition C38H94N2O18S8 in a non-equilibrium geometry.

The HOMO-LUMO gap is 8.750 eV. The calculation puts the electronic energy at -6153.15360 a.u. For the max |F|, the calculation gives 3.923 eV/A. The net charge is 0.

Each line ends with the Löwdin charge.
CARTESIAN COORDINATES (ANGSTROEM)
S1 -0.666 10.259 19.208  0.810
S2 -11.247 16.494 23.814  0.821
S3 -10.831 8.751 24.747  0.824
S4 -1.665 9.975 23.825  0.841
S5 -5.776 8.862 26.297  0.851
S6 -3.047 14.695 21.127  0.829
S7 -5.039 16.448 24.981  0.861
S8 -11.219 9.435 18.201  0.886
O1 -4.834 15.511 26.203  -0.596
O2 -10.291 9.846 17.051  -0.586
O3 -11.524 7.749 25.615  -0.570
O4 -6.575 10.805 19.853  0.068
O5 -6.798 6.103 18.223  -0.049
O6 -4.056 14.133 13.865  0.093
O7 -10.441 16.647 25.050  -0.561
O8 -0.612 8.860 23.628  -0.554
O9 -9.238 15.129 19.522  0.090
O10 -6.277 10.830 22.182  0.008
O11 -4.923 14.325 15.980  -0.008
O12 0.021 9.760 17.956  -0.571
O13 -6.434 6.610 20.530  0.079
O14 -4.176 15.706 20.855  -0.595
O15 -5.014 2.780 21.011  -0.007
O16 -8.764 16.869 18.125  -0.001
O17 -2.342 6.274 21.748  0.024
O18 -6.501 7.540 25.921  -0.563
N1 -5.862 3.521 22.979  -0.176
N2 -2.502 5.284 23.803  -0.187
C1 -10.777 17.706 22.509  -0.244
C2 -2.001 4.029 23.397  -0.051
C3 -6.587 11.342 20.969  -0.474
C4 -3.346 16.853 24.319  -0.256
C5 -7.585 3.867 18.708  -0.036
C6 -4.227 14.678 14.942  -0.577
C7 -5.777 15.310 23.717  -0.257
C8 -3.387 13.708 19.575  -0.212
C9 -9.551 7.855 23.709  -0.232
C10 -0.458 8.898 20.411  -0.238
C11 -3.502 15.941 15.247  0.011
C12 -6.741 9.883 27.505  -0.254
C13 -1.097 11.464 22.871  -0.231
C14 -10.600 7.816 18.819  -0.285
C15 -11.143 16.937 17.588  -0.069
C16 -9.859 9.880 25.873  -0.242
C17 -6.052 6.495 19.395  -0.403
C18 -8.674 16.135 19.217  -0.579
C19 -5.721 13.149 16.150  -0.155
C20 -2.553 6.299 22.937  -0.370
C21 -4.455 8.531 27.510  -0.264
C22 -4.609 7.015 19.010  0.030
C23 -6.165 4.664 23.833  -0.057
C24 -5.232 3.701 21.789  -0.354
C25 -1.528 15.594 20.755  -0.247
C26 -9.760 16.628 17.137  -0.220
C27 -7.958 5.338 18.466  -0.254
C28 -6.703 13.302 17.339  -0.041
C29 -1.457 10.517 25.605  -0.211
C30 -2.819 5.426 25.196  -0.043
C31 -6.569 2.238 23.106  -0.028
C32 -4.764 9.040 22.678  -0.073
C33 -7.193 12.714 21.019  0.018
C34 -10.678 14.926 23.006  -0.249
C35 -2.475 10.021 18.853  -0.244
C36 -7.566 16.626 20.162  0.028
C37 -10.397 10.320 19.649  -0.242
C38 -6.196 9.490 22.442  -0.253
H1 -2.655 9.080 18.333  0.041
H2 -4.077 9.230 21.854  0.074
H3 -4.916 8.351 28.481  0.056
H4 -6.235 12.936 15.213  0.128
H5 -6.766 2.203 24.177  0.083
H6 -8.581 5.562 17.600  0.119
H7 -4.353 13.208 19.495  0.039
H8 -6.655 16.281 19.674  0.080
H9 -0.375 10.645 25.621  0.048
H10 -9.541 7.697 19.049  0.041
H11 -9.378 10.645 19.439  0.038
H12 -5.091 14.486 23.523  0.037
H13 -9.185 8.576 22.978  0.021
H14 -3.413 14.442 18.770  0.044
H15 -7.616 17.713 20.224  0.091
H16 -3.786 4.980 25.426  0.075
H17 -6.811 3.848 19.476  0.049
H18 -9.649 15.590 16.823  0.120
H19 -5.035 12.318 16.316  0.120
H20 -6.216 10.405 28.305  0.057
H21 -11.351 14.805 22.157  0.042
H22 -3.807 16.816 14.673  0.092
H23 -7.223 3.279 17.864  0.084
H24 -11.792 16.818 16.720  0.086
H25 -10.868 11.287 19.825  0.035
H26 -7.445 9.312 28.110  0.063
H27 -5.670 5.604 23.588  0.077
H28 -0.963 8.039 19.970  0.057
H29 -4.768 4.680 21.592  0.124
H30 -10.019 17.404 21.786  0.027
H31 -7.199 10.662 26.896  0.034
H32 -2.440 15.820 15.032  0.091
H33 -9.397 17.261 16.328  0.132
H34 -11.010 7.580 19.800  0.044
H35 -9.210 10.492 25.246  0.037
H36 -2.698 15.978 24.367  0.039
H37 -3.023 7.123 23.497  0.104
H38 -7.246 4.806 23.841  0.087
H39 -3.620 16.118 16.316  0.076
H40 -11.594 16.557 18.504  0.081
H41 -3.792 9.387 27.630  0.041
H42 -6.683 14.976 24.223  0.044
H43 -10.054 7.007 23.244  0.048
H44 -1.409 16.594 21.171  0.064
H45 -1.397 15.426 19.686  0.050
H46 -7.560 2.267 22.652  0.090
H47 -1.851 11.512 25.816  0.053
H48 -8.474 5.806 19.304  0.091
H49 -8.656 7.490 24.212  0.028
H50 -1.673 12.390 22.879  0.030
H51 -6.331 13.514 18.342  0.043
H52 0.602 8.712 20.585  0.070
H53 -1.771 3.982 22.333  0.099
H54 -3.721 7.778 27.223  0.037
H55 -5.938 1.434 22.726  0.090
H56 -10.920 6.978 18.200  0.046
H57 -3.057 9.949 19.772  0.034
H58 -7.400 12.503 17.595  0.079
H59 -1.909 9.803 26.292  0.027
H60 -11.209 18.010 17.771  0.078
H61 -4.479 9.244 23.710  0.022
H62 -2.904 3.446 23.581  0.088
H63 -3.919 7.102 19.849  0.063
H64 -5.882 4.448 24.863  0.073
H65 -0.885 9.313 21.324  -0.021
H66 -10.412 9.836 20.625  0.034
H67 -4.273 6.694 18.024  0.084
H68 -6.049 15.754 22.760  0.019
H69 -0.254 11.919 23.392  0.051
H70 -10.843 14.024 23.596  0.046
H71 -10.530 10.550 26.410  0.050
H72 -8.011 12.777 21.737  0.090
H73 -2.850 6.489 25.438  0.073
H74 -6.462 13.503 21.194  0.074
H75 -0.662 15.118 21.215  0.044
H76 -2.828 10.755 18.128  0.039
H77 -9.231 9.335 26.578  0.024
H78 -4.846 7.956 22.589  0.058
H79 -10.585 18.624 23.063  0.051
H80 -2.127 4.976 25.908  0.098
H81 -3.286 17.083 23.256  0.027
H82 -2.571 13.092 19.197  0.035
H83 -9.662 14.968 22.616  0.031
H84 -8.427 3.377 19.196  0.076
H85 -7.422 14.103 17.165  0.063
H86 -0.875 11.272 21.822  0.008
H87 -4.729 8.002 18.563  0.064
H88 -6.533 8.859 21.620  0.106
H89 -11.581 17.911 21.802  0.044
H90 -2.858 17.649 24.882  0.044
H91 -6.825 9.259 23.302  0.105
H92 -1.161 3.523 23.874  0.096
H93 -7.674 16.075 21.096  0.062
H94 -7.629 12.921 20.041  0.061


Density functional theory data (ωB97M-V/def2-TZVPD) for a single C3H5Cl2P molecule in a non-equilibrium geometry.

The HOMO-LUMO gap is 10.716 eV. The calculation puts the electronic energy at -1378.93544 a.u. As for the energy relative to the best compared isomer or geometry (same formula, charge and spin): 35.7 kcal/mol. As for the SMILES: P[C@@H]1CC1(Cl)Cl. For the max |F|, the calculation gives 4.796 eV/A. The net charge is 0.

Each line ends with the Löwdin charge.
CARTESIAN COORDINATES (ANGSTROEM)
Cl1 1.693 -1.541 -0.138  0.557
Cl2 2.400 1.219 0.522  0.618
P1 -1.176 -1.454 0.542  0.798
C1 -0.310 0.152 0.321  -0.615
C2 0.180 0.591 -1.132  -0.192
C3 1.170 0.154 -0.093  -1.305
H1 -1.198 -1.164 1.848  -0.122
H2 -2.239 -0.753 0.308  -0.154
H3 -0.105 -0.078 -1.953  0.091
H4 0.089 1.733 -1.408  0.138
H5 -0.504 1.141 1.183  0.186